C17H16FInN3O4 as an isolated structure in a non-equilibrium geometry, computed with the ωB97M-V functional and the def2-TZVPD basis.

Each line ends with the Löwdin charge.
Cartesian coordinates (Å):
In1 4.4842 -2.3775 -3.6300  0.53
H1 -0.6477 -5.6291 -5.1812  0.06
C1 -2.4012 5.9201 4.0616  -0.07
O1 2.5817 0.5328 -0.7296  0.05
H2 -1.3599 -1.3458 3.3735  0.10
O2 2.6026 -1.5987 -1.1074  -0.03
H3 -2.3232 6.0045 0.6673  0.11
H4 -0.5845 0.9393 2.8267  0.09
H5 -2.8970 4.2126 5.2560  0.12
C2 -0.1161 -2.2934 1.8981  -0.07
H6 5.3781 -1.8430 -5.1243  -0.14
H7 -1.0956 -3.3401 -3.7501  0.07
C3 1.6352 -5.4226 -5.3610  -0.16
C4 0.8219 -2.1067 0.8874  0.01
H8 1.7607 -6.3783 -5.9698  0.08
N1 2.2179 -0.6135 -0.4997  -0.33
H9 1.0820 1.2908 1.0455  0.12
H10 -2.2366 6.5627 4.9201  0.11
C5 0.2456 -4.9670 -4.8905  -0.11
C6 -2.8197 4.2772 1.8453  0.00
C7 1.2648 -2.8920 -3.7096  -0.10
C8 -2.2434 6.4253 2.7743  -0.07
H11 -0.4559 -3.2940 2.1439  0.11
F1 5.6853 -3.8410 -2.6558  -0.63
N2 2.8014 -4.6780 -5.0171  -0.04
C9 -0.1877 0.0883 2.2827  -0.08
H12 -1.9595 7.4637 2.6323  0.11
N3 -3.4005 2.3885 3.3271  -0.35
C10 1.2467 -0.8165 0.5795  -0.14
C11 -2.7743 4.5934 4.2481  0.00
C12 -0.0571 -3.6756 -4.0612  -0.07
C13 2.5738 -3.5179 -4.2299  -0.32
H13 -2.9769 3.6490 0.9755  0.12
H14 4.1370 -0.9752 -2.5727  -0.10
C14 -2.9860 3.7804 3.1366  -0.15
C15 0.7517 0.2840 1.2758  0.00
O3 -3.5683 1.9952 4.4728  0.07
H15 1.2064 -2.9687 0.3527  0.13
C16 -2.4491 5.6059 1.6684  -0.07
O4 -3.5583 1.7009 2.3296  0.07
C17 -0.6221 -1.1974 2.5905  -0.08
H16 1.2434 -1.9427 -3.0814  0.06

For the HOMO energy, the calculation gives -4.55 eV. As for the relative energy (zero: lowest compared OMol25 entry of this formula, charge and spin): 326.2 kJ/mol. Its gap between HOMO and LUMO is 4.976 eV. Its maximum force is 0.1084 hartree/bohr. As for the total charge: -1.


C17H16FeN7O4 as an isolated structure, computed with the ωB97M-V functional and the def2-TZVPD basis.

Each line ends with the Löwdin spin population.
Cartesian coordinates (Å):
N1 -0.2226 1.2025 -0.9295  0.04
C1 4.1585 -0.3127 -0.1832  0.00
C2 5.2213 2.2486 -0.1832  0.00
O1 -0.6466 -2.9768 -0.0776  0.03
N2 -0.7766 -1.0692 3.5001  0.00
C3 3.3172 0.7793 -0.3510  0.00
H1 0.6491 1.1086 1.8576  0.00
Fe1 -0.5956 -0.8987 -0.7304  3.73
C4 -2.5318 1.9120 -1.0496  0.00
H2 -2.8675 4.0168 -0.9442  0.00
C5 1.8384 0.5367 -0.5268  0.01
C6 -0.7610 -4.8636 -1.5427  0.00
C7 -3.3491 3.0452 -1.0095  0.00
C8 -4.5392 0.5639 -1.1589  0.00
H3 -0.1779 -2.2058 4.9481  0.00
C9 6.0602 1.1529 -0.0172  0.00
O2 1.4441 -0.6707 -0.4547  0.04
C10 5.5261 -0.1274 -0.0177  0.00
H4 5.6328 3.2510 -0.1828  0.00
N3 1.1077 1.6037 -0.7493  0.00
H5 -0.7398 3.1662 -0.8648  0.00
H6 -4.9892 -0.4196 -1.2157  0.00
C11 -0.5947 -3.3807 -1.2757  0.01
C12 -5.3119 1.7006 -1.1160  0.00
C13 -3.1208 0.6143 -1.1360  0.01
C14 -4.7267 2.9688 -1.0454  0.00
H7 -0.4151 -5.4495 -0.6929  0.00
H8 -0.2328 -5.1487 -2.4506  0.00
H9 -5.3342 3.8638 -1.0137  0.00
N4 0.1442 -0.1358 3.5151  0.00
O3 -2.4445 -0.4844 -1.2091  0.07
N5 -1.0682 -1.8457 4.6207  0.00
H10 -1.8242 -5.0651 -1.6892  0.00
C15 3.8567 2.0621 -0.3515  0.00
H11 6.1744 -0.9858 0.1109  0.00
N6 -1.4334 -1.2058 2.3944  0.00
C16 0.0332 0.3279 2.2738  0.00
O4 -0.4575 -2.6022 -2.2453  0.03
H12 -6.3930 1.6092 -1.1357  0.00
H13 -1.6201 -2.6185 4.2615  0.00
H14 7.1262 1.2987 0.1114  0.00
N7 -0.9286 -0.3011 1.5849  0.02
H15 3.7165 -1.3001 -0.1846  0.00
H16 3.1876 2.9010 -0.4888  0.00
C17 -1.0913 2.1340 -0.9556  -0.01

For the HOMO energy (alpha / beta), the calculation gives -4.27 / -3.97 eV. As for the expectation value of S²: 6.01. The spin multiplicity is 5. As for the relative energy (zero: lowest compared OMol25 entry of this formula, charge and spin): 0.0 kJ/mol. Its gap between HOMO and LUMO (alpha / beta) is 7.210 / 6.914 eV. Its maximum force is 0.0113 hartree/bohr. As for the total charge: -1.


One molecule with the formula C17H16N2O2S in a non-equilibrium geometry, computed with the ωB97M-V functional and the def2-TZVPD basis.

Each line ends with the Löwdin charge.
Cartesian coordinates (Å):
C1 0.4465 0.8817 2.0477  -0.30
C2 -1.0546 -2.9444 -0.3569  0.06
O1 -0.3403 3.1323 -1.0206  -0.21
C3 -0.7519 -0.6708 1.0360  -0.62
C4 0.0946 4.8996 0.7202  -0.07
C5 1.6183 3.1235 1.8964  -0.14
N1 0.2814 3.7156 1.7203  -0.01
H1 0.9676 2.5592 -2.4351  0.08
H2 2.2909 3.2442 1.0417  0.11
H3 1.8129 1.6086 3.5084  0.12
C6 -0.1378 -5.5530 -2.8513  -0.06
C7 -0.7292 1.6126 2.0404  -0.37
C8 -0.8354 2.9824 2.0938  -0.54
S1 -1.9270 0.4719 1.4637  1.16
H4 -1.9932 -5.3167 0.5929  0.13
H5 1.2322 1.7232 -0.8506  0.09
H6 -0.4190 -7.8113 -2.7198  0.15
C9 0.4805 2.1030 -1.5720  -0.08
H7 -0.8765 5.3498 0.9428  0.11
H8 2.1712 3.7372 2.5528  0.10
C10 -1.1432 -6.7244 -1.0020  -0.10
H9 2.5063 1.1123 2.0223  0.12
H10 1.3274 4.3506 -1.0371  0.11
C11 -0.9957 -1.8558 0.2716  0.01
C12 -1.0661 -4.2507 -1.0192  -0.27
O2 -1.9442 3.3905 1.9987  0.09
C13 1.6663 1.6800 2.4357  -0.09
H11 0.2817 -5.5436 -3.8074  0.07
H12 -1.5773 -7.5927 -0.5725  0.09
H13 -0.1407 5.2434 -1.4345  0.14
C14 -0.5387 -6.7398 -2.2283  -0.11
C15 0.2562 4.4166 -0.7259  -0.20
C16 -0.4132 -4.2660 -2.2402  -0.03
H14 -0.1994 1.3664 -1.9436  0.08
H15 -0.1860 -3.2366 -2.6705  0.14
H16 0.8598 5.7395 0.8611  0.14
N2 0.4577 -0.4678 1.6503  0.11
C17 -1.4820 -5.4704 -0.4092  -0.01

For the HOMO energy, the calculation gives -8.52 eV. As for the relative energy (zero: lowest compared OMol25 entry of this formula, charge and spin): 629.5 kJ/mol. Its gap between HOMO and LUMO is 8.321 eV. Its maximum force is 0.1431 hartree/bohr. As for the SMILES: COCCN1CCc2nc(C#Cc3ccccc3)sc2C1=O.


A 2-piece molecular cluster, C17H16N3O overall in a non-equilibrium geometry, computed with the ωB97M-V functional and the def2-TZVPD basis.

Each line ends with the Löwdin charge.
Cartesian coordinates (Å):
H1 2.5334 2.0917 2.7823  0.12
C1 -0.4890 0.5451 -2.3126  -0.10
H2 -2.4884 1.4865 3.7447  0.14
H3 -3.4109 -1.0963 2.4521  0.09
O1 -1.8789 2.2844 -1.2069  0.06
C2 1.9348 -1.2691 2.7928  -0.04
H4 1.7612 -1.7139 -4.5259  0.11
H5 -2.1767 -2.0599 -1.3691  0.16
H6 2.4426 -2.2353 2.8440  0.12
C3 1.2569 0.3053 -3.9448  -0.07
C4 -2.3475 1.2581 2.6708  -0.01
C5 0.5507 -1.2515 2.7254  0.02
C6 0.0441 -1.6799 -3.1855  0.00
C7 -2.1078 -0.0368 -0.7578  -0.21
H7 -0.1765 -2.7467 -3.2215  0.11
H8 -3.3525 1.1586 2.2393  0.08
C8 0.4268 1.1456 -3.1709  0.01
H9 -0.0193 -2.1837 2.7622  0.12
C9 0.6010 1.1875 2.7100  0.03
N1 -4.5145 -0.0819 -0.0732  0.28
C10 -1.5791 0.0012 2.5250  -0.16
H10 -2.2121 -1.7421 3.5853  0.13
C11 1.0821 -1.0872 -3.9379  -0.06
C12 -0.7015 -0.8359 -2.3550  -0.21
H11 -1.8595 2.1264 2.2149  0.10
H12 0.4554 2.2304 -3.1777  0.13
C13 -1.4752 1.1357 -1.3744  -0.31
N2 -1.7405 -1.1535 -1.4902  0.09
H13 -2.0016 -2.0121 1.8511  0.10
N3 -3.4288 0.1126 -0.3805  0.04
C14 2.6734 -0.0763 2.7659  0.00
C15 -0.1684 -0.0164 2.6177  -0.17
C16 1.9860 1.1470 2.7639  -0.03
H14 3.7598 -0.0997 2.7677  0.13
C17 -2.3379 -1.2718 2.5937  -0.03
H15 2.0439 0.7521 -4.5555  0.11
H16 0.0748 2.1440 2.7400  0.12

For the HOMO energy, the calculation gives -10.51 eV. As for the relative energy (zero: lowest compared OMol25 entry of this formula, charge and spin): 291.0 kJ/mol. Its gap between HOMO and LUMO is 4.715 eV. Its maximum force is 0.0580 hartree/bohr. As for the total charge: +1.


What are the DFT total energy values for these records? In order: -1412.327267; -2605.489471; -1315.417902; -896.566862 Eh.